# 1
8
Properties=species:S:1:pos:R:3 method="wB97M-V/def2-TZVPD" smiles=BrCCBr charge=0 homo_lumo_gap_ev=11.018
Br 1.99 -1.29 0.06
C 0.17 -0.70 -0.22
C -0.17 0.73 0.22
Br -2.08 1.21 -0.01
H -0.39 -1.39 0.42
H 0.03 -0.91 -1.28
H 0.34 1.43 -0.45
H 0.11 0.92 1.26

---

# 2
8
Properties=species:S:1:pos:R:3 method="wB97M-V/def2-TZVPD" smiles=C[C@H](Cl)Br charge=0 homo_lumo_gap_ev=10.826
C 0.15 -0.11 0.32
C -1.17 0.61 -0.35
Cl -1.46 2.31 0.02
Br -2.78 -0.62 0.06
H -0.25 -0.48 1.19
H 0.45 -1.02 -0.23
H 0.93 0.59 0.48
H -0.97 0.49 -1.48